This record from the Open Molecules 2025 dataset describes a molecular structure, C15H20CuN4OSbSe4 at a distorted geometry. The level of theory is ωB97M-V/def2-TZVPD.

Geometry (Å):
Cu (-0.365, 1.554, 0.894)
O (0.446, -0.028, 1.527)
C (-0.043, -0.811, 2.423)
C (0.827, -1.742, 3.059)
C (0.383, -2.656, 3.981)
C (-0.969, -2.704, 4.336)
C (-1.840, -1.807, 3.759)
C (-1.422, -0.852, 2.821)
C (-2.383, 0.104, 2.298)
N (-2.108, 1.226, 1.653)
C (-3.297, 1.837, 1.351)
C (-4.325, 1.080, 1.818)
N (-3.738, -0.015, 2.415)
H (1.875, -1.676, 2.794)
H (1.087, -3.337, 4.446)
H (-1.322, -3.427, 5.061)
H (-2.881, -1.825, 4.066)
H (-3.311, 2.769, 0.809)
H (-5.391, 1.227, 1.801)
H (-4.219, -0.772, 2.861)
Se (1.545, 6.870, -0.051)
Sb (1.898, 4.493, 0.472)
Se (-0.216, 3.286, -0.534)
Se (1.843, 4.194, 2.908)
Se (4.033, 3.700, -0.477)
C (2.178, 0.171, -3.643)
C (1.896, 0.874, -2.291)
N (0.898, 0.133, -1.550)
C (-0.342, 0.058, -2.287)
C (-0.111, -0.705, -3.621)
N (1.340, -1.075, -3.674)
C (1.692, -1.968, -2.523)
C (1.387, -1.183, -1.215)
H (3.225, -0.112, -3.752)
H (1.894, 0.786, -4.497)
H (1.535, 1.888, -2.447)
H (2.803, 0.955, -1.699)
H (-0.682, 1.078, -2.464)
H (-1.093, -0.445, -1.675)
H (-0.323, -0.083, -4.490)
H (-0.698, -1.622, -3.685)
H (1.522, -1.572, -4.539)
H (2.748, -2.221, -2.616)
H (1.101, -2.880, -2.611)
H (2.282, -1.070, -0.606)
H (0.640, -1.697, -0.609)

Computed properties:
Net charge   -1
E_tot   -336451.42930 eV
Highest occupied orbital energy (alpha / beta)   -3.3 / -3.3 eV
Energy relative to the best compared isomer or geometry (same formula, charge and spin)   58.15 kJ/mol
M   773.50 Da
Spin multiplicity   2
⟨S²⟩   0.78
Lowest unoccupied orbital energy (alpha / beta)   0.973 / 0.973 eV

Results of the Mulliken charge analysis, in e, for atoms 1 through 6:
1 Cu 0.065
2 O -0.493
3 C 0.589
4 C -0.625
5 C -0.389
6 C -0.736

=====

This record from the Open Molecules 2025 dataset describes C15H20FNO7S in the gas phase. The level of theory is ωB97M-V/def2-TZVPD.

Geometry (Å):
C (-4.602, -2.143, 1.773)
O (-3.724, -1.413, 0.910)
C (-4.238, -0.266, 0.424)
O (-5.359, 0.095, 0.660)
C (-3.234, 0.465, -0.401)
C (-1.883, 0.203, -0.218)
C (-0.902, 0.897, -0.907)
N (0.477, 0.639, -0.723)
C (1.090, 0.783, 0.498)
O (0.494, 0.997, 1.526)
C (2.609, 0.552, 0.458)
C (2.882, -0.912, 0.789)
C (4.372, -1.210, 0.753)
S (4.785, -2.877, 1.217)
C (4.101, -3.884, -0.072)
O (6.218, -2.998, 1.148)
O (4.087, -3.193, 2.436)
O (3.280, 1.333, 1.400)
C (3.157, 2.725, 1.170)
C (-1.322, 1.844, -1.820)
F (-0.387, 2.516, -2.520)
C (-2.650, 2.121, -2.066)
C (-3.626, 1.434, -1.346)
O (-4.939, 1.635, -1.535)
C (-5.339, 2.607, -2.486)
H (-4.044, -3.020, 2.085)
H (-4.877, -1.536, 2.634)
H (-5.506, -2.430, 1.240)
H (-1.587, -0.544, 0.503)
H (1.061, 0.698, -1.541)
H (2.981, 0.784, -0.554)
H (2.486, -1.118, 1.784)
H (2.339, -1.535, 0.074)
H (4.816, -1.036, -0.230)
H (4.909, -0.598, 1.479)
H (4.382, -4.905, 0.180)
H (3.018, -3.792, -0.084)
H (4.541, -3.603, -1.027)
H (3.774, 3.225, 1.913)
H (3.517, 2.987, 0.168)
H (2.122, 3.055, 1.284)
H (-2.894, 2.864, -2.808)
H (-6.424, 2.611, -2.462)
H (-4.965, 3.598, -2.218)
H (-4.996, 2.343, -3.490)

Computed properties:
SMILES   COC(=O)c1cc(NC(=O)[C@H](CCS(C)(=O)=O)OC)c(F)cc1OC
Net charge   0
E_tot   -45254.17781 eV
Highest occupied orbital energy   -8.9 eV
Energy relative to the best compared isomer or geometry (same formula, charge and spin)   5.14 kJ/mol
M   377.39 Da
Lowest unoccupied orbital energy   0.303 eV

Results of the Mulliken charge analysis, in e, for atoms 1 through 6:
1 C -0.687
2 O -0.285
3 C 0.502
4 O -0.575
5 C -0.066
6 C -0.130